ORCA calculation (wB97M-V/def2-TZVPD) on a cluster of 23 separate species, C83H217N11O23 in total.

XYZ file:
```
334
Properties=species:S:1:pos:R:3:forces:R:3
C -2.58916 3.08822 -4.50638 1.20 0.19 -0.41
C -1.26027 2.41965 -4.00341 -1.67 -0.95 -0.26
O -0.14215 2.85636 -4.74327 -1.21 1.25 -0.09
H -3.53301 2.81207 -4.03630 0.30 -0.73 0.12
H -2.63257 2.91352 -5.58142 -0.31 -0.08 -0.06
H -2.59557 4.17243 -4.39439 0.55 0.17 0.11
H -1.28505 1.34307 -4.17211 -0.66 -0.41 -0.19
H -1.25021 2.43308 -2.91353 0.83 0.85 0.24
H 0.68723 2.56667 -4.35622 1.04 -0.39 0.75
C 0.86897 0.65848 -8.73697 -0.36 -0.83 -0.41
C 0.01767 1.01783 -7.54581 0.45 0.56 -0.01
O 0.11304 2.40736 -7.39002 0.00 0.32 -0.27
H 1.86849 1.09305 -8.72181 -0.07 0.07 0.41
H 0.40421 0.98711 -9.66654 -0.09 0.05 0.00
H 0.96413 -0.42645 -8.78129 0.09 -0.11 -0.20
H 0.36833 0.52986 -6.63640 0.28 -0.28 0.17
H -1.03593 0.75252 -7.63333 -0.17 -0.42 -0.45
H -0.02572 2.55649 -6.45188 -0.14 0.68 0.59
C -0.14945 -3.21636 4.18595 -0.56 -0.32 0.65
C -1.11650 -3.99501 5.14434 0.34 -0.71 -1.82
O -1.44037 -5.26574 4.57046 0.78 -0.28 1.14
H -0.44478 -3.26346 3.13778 -0.80 0.20 0.05
H 0.85335 -3.63291 4.09111 0.17 -0.05 0.78
H -0.13097 -2.18205 4.52940 0.36 0.20 -0.24
H -2.04394 -3.44492 5.30359 -0.03 0.35 -0.03
H -0.69142 -4.19360 6.12819 0.21 0.07 -0.13
H -2.07442 -5.18290 3.85443 -0.30 0.57 -0.53
C -1.31504 4.60282 -0.44783 -0.65 0.14 -0.02
C -1.04796 3.78817 0.80919 -0.38 0.55 -0.01
O -1.74131 2.54848 0.86006 0.75 0.23 -1.45
H -0.91780 4.09973 -1.32943 0.29 0.20 -0.01
H -0.92194 5.61138 -0.31982 0.62 -0.14 -0.18
H -2.35637 4.82206 -0.68376 -0.37 -0.45 0.36
H -1.35510 4.30928 1.71594 0.23 0.52 -0.03
H 0.03360 3.65332 0.82120 0.20 -0.30 0.33
H -2.02793 2.46441 1.77240 -0.83 -0.52 0.86
C -0.08843 -4.15366 -4.61381 0.36 0.99 -0.20
C -1.38382 -4.83011 -5.03268 0.65 1.28 0.35
O -1.30123 -6.16221 -4.72559 -0.01 -2.07 -0.30
H -0.06957 -3.08358 -4.82037 -0.31 0.22 -0.11
H 0.78794 -4.52535 -5.14480 -0.10 -0.43 -0.02
H 0.10298 -4.22173 -3.54292 -0.16 -0.27 0.10
H -1.53295 -4.70403 -6.10504 -0.21 -0.09 -0.01
H -2.22601 -4.42614 -4.47088 -0.23 0.61 -0.24
H -1.22297 -6.20863 -3.76991 -0.07 -0.20 0.51
C 6.57635 0.50997 -0.08462 -0.75 -0.60 -1.02
C 6.38313 -0.77290 0.74734 1.15 1.22 -0.24
O 7.42094 -0.80973 1.70077 0.04 -1.20 0.23
H 7.58792 0.61214 -0.47752 0.24 -0.08 0.51
H 6.25827 1.42782 0.40982 0.15 -0.10 0.23
H 5.99206 0.43729 -1.00192 -0.42 0.09 -0.05
H 6.50896 -1.65844 0.12438 -0.20 0.05 0.05
H 5.40299 -0.79347 1.22377 -0.24 -0.10 0.00
H 7.49818 0.05601 2.10837 -0.01 0.57 0.52
C 5.64406 -1.93340 -2.47617 -0.39 -1.97 -0.28
C 5.12026 -3.18110 -3.33963 0.06 1.58 1.49
O 3.87728 -2.79486 -3.93030 0.55 0.47 -0.28
H 4.89762 -1.72254 -1.71036 -0.04 0.24 -0.16
H 5.89287 -1.03365 -3.03886 -0.31 -0.29 -0.17
H 6.54860 -2.23312 -1.94694 0.08 -0.15 -0.07
H 4.84842 -4.03486 -2.71891 0.58 0.02 0.54
H 5.92459 -3.51166 -3.99681 -0.29 0.16 -0.65
H 3.58274 -3.48936 -4.52402 -0.16 -0.04 -0.50
C -0.76288 -1.57504 7.55207 0.13 0.03 -0.06
C -0.37561 -0.11510 7.63991 -0.78 -0.28 -0.38
O 0.22195 0.12399 8.88975 0.66 -0.22 0.36
H -1.19678 -1.80321 6.57854 -0.30 0.26 0.07
H -1.45498 -1.84583 8.34943 0.09 -0.17 -0.03
H 0.13995 -2.18508 7.58161 0.02 -0.11 0.39
H -1.25846 0.51909 7.55945 -0.19 0.05 -0.29
H 0.25507 0.05810 6.76793 0.42 0.47 0.11
H 0.61223 1.00036 8.92561 -0.08 0.07 -0.11
C 4.23781 0.83414 -6.33566 0.38 -0.50 0.19
C 4.93557 0.42404 -5.02025 -1.19 0.06 -1.02
O 3.90534 0.05761 -4.09531 0.80 0.54 0.09
H 3.54450 1.65991 -6.17589 0.21 0.18 0.12
H 3.61838 0.01672 -6.70476 0.08 -0.18 -0.03
H 4.96688 1.08644 -7.10566 -0.03 0.14 -0.07
H 5.53763 1.27520 -4.70224 -0.11 -0.08 0.63
H 5.57317 -0.45434 -5.12049 0.30 0.16 -0.40
H 3.79390 -0.88541 -4.23631 -0.35 -0.64 0.31
C 2.51721 -6.30953 -3.22301 0.42 -0.55 -0.11
C 2.32138 -5.53685 -1.93510 -1.19 -0.61 0.09
O 1.51192 -6.36923 -1.03760 0.49 0.26 -0.81
H 1.64024 -6.83061 -3.60707 -0.44 0.34 0.33
H 3.23880 -7.11293 -3.07484 0.25 0.10 0.00
H 2.84898 -5.67432 -4.04431 0.17 0.14 0.11
H 1.74293 -4.63679 -2.14339 0.15 0.26 0.08
H 3.26724 -5.26956 -1.46391 -0.02 -0.05 0.06
H 1.66091 -6.09473 -0.12982 0.30 0.29 0.19
C -1.31595 -7.92204 -0.03731 0.15 -0.06 0.67
C -1.79985 -7.45134 -1.37566 -0.47 -0.46 -0.09
O -1.26522 -6.20006 -1.70964 -0.28 0.84 -0.32
H -1.77968 -8.85506 0.28291 0.13 -0.20 -0.25
H -1.58569 -7.20355 0.73672 0.05 0.24 0.01
H -0.22983 -8.01386 -0.03505 0.01 -0.20 0.05
H -2.88460 -7.35345 -1.33267 -0.06 0.02 -0.31
H -1.52015 -8.13988 -2.17303 -0.25 -0.45 0.03
H -0.31580 -6.30256 -1.61104 0.81 0.28 0.23
C 2.93272 -2.48680 -8.55428 1.04 -0.81 -0.66
C 2.21878 -3.01006 -7.32201 -0.31 0.26 -0.64
O 3.06619 -3.80588 -6.51438 0.60 0.04 0.41
H 2.35430 -2.23466 -9.44308 -0.53 0.49 0.53
H 3.51926 -3.30711 -8.96798 0.24 -0.40 0.08
H 3.69095 -1.73256 -8.34376 -0.33 0.28 0.12
H 1.41741 -3.68961 -7.61206 -0.60 0.55 -0.10
H 1.87878 -2.16006 -6.73042 -0.28 -0.32 0.22
H 3.34663 -4.52573 -7.08426 0.21 -0.21 0.12
C 1.95317 4.56655 -2.98461 0.45 0.61 0.15
C 3.00443 3.49631 -3.06040 -0.47 -1.28 0.16
C 3.82962 3.27082 -1.79167 -0.10 0.83 0.34
O 4.53048 4.45776 -1.51135 1.58 1.03 0.46
C 5.38556 4.46540 -0.34842 -0.42 -0.53 -0.95
N 2.30219 2.25332 -3.40051 -0.29 -0.45 -0.17
H 1.18777 4.24364 -2.27894 -0.05 0.15 0.18
H 1.46537 4.71535 -3.94794 0.11 0.00 0.03
H 2.42596 5.49330 -2.65948 -0.29 0.17 0.11
H 3.70845 3.64359 -3.87941 0.10 0.44 0.00
H 4.44568 2.39500 -1.99543 0.53 -0.08 0.21
H 3.27629 3.11643 -0.86534 -0.86 -0.75 -0.17
H 6.20406 3.75416 -0.45929 0.13 -0.20 -0.15
H 4.85832 4.18966 0.56487 -0.39 0.03 0.02
H 5.83375 5.45040 -0.21801 -0.29 0.06 -0.26
H 2.92789 1.50700 -3.66808 0.28 0.00 -0.41
H 1.87047 1.83973 -2.58648 -0.54 0.35 0.52
C 5.34970 2.50476 3.01554 -0.39 1.33 0.56
C 6.56816 2.34299 3.89412 -0.59 -0.29 -0.09
C 6.32750 1.54849 5.15946 -0.13 0.11 0.82
O 7.52117 1.36767 5.89810 0.42 0.35 0.04
C 7.29370 0.63523 7.09047 1.02 -0.02 -0.16
N 7.62169 1.68905 3.14630 0.43 0.08 0.59
H 5.12584 1.64071 2.38991 -0.03 -0.04 0.23
H 5.49175 3.38909 2.39436 0.30 -0.21 -0.45
H 4.49692 2.83040 3.61122 -0.29 -0.53 0.06
H 6.96468 3.29452 4.24833 -0.40 0.51 -0.01
H 5.90969 0.55510 4.99606 -0.34 0.10 -0.32
H 5.70774 2.15273 5.82196 -0.83 -0.11 -0.17
H 6.93364 -0.35575 6.81402 -0.25 -0.13 0.36
H 6.68522 1.13174 7.84633 -0.69 0.19 -0.39
H 8.25298 0.54897 7.60081 0.17 -0.25 -0.30
H 8.01072 2.38726 2.52884 0.25 0.01 -0.34
H 8.23431 1.66215 3.94885 1.55 -0.85 -0.46
C 5.83244 -5.36976 1.30546 0.56 -1.70 -1.23
C 4.93947 -4.43759 2.04652 0.69 0.88 -0.32
C 3.72399 -5.08176 2.66722 0.20 -0.65 0.53
O 2.84966 -5.72353 1.74139 -0.25 0.92 0.18
C 1.88386 -6.55603 2.42033 1.45 0.13 -0.95
N 5.70423 -3.72491 3.09381 -1.00 -1.15 -0.16
H 6.81935 -4.99744 1.03069 -0.08 0.66 0.22
H 5.38257 -5.65508 0.35450 -0.22 0.07 -0.17
H 6.06281 -6.33915 1.74740 -0.25 0.03 0.71
H 4.61477 -3.73839 1.27594 -0.44 0.46 -0.12
H 3.18986 -4.39112 3.31976 -0.34 0.50 -0.29
H 4.13203 -5.79671 3.38166 -0.01 -0.62 0.08
H 1.25949 -6.03345 3.14502 0.14 0.09 0.13
H 2.54743 -7.31354 2.83739 -0.81 -0.50 0.60
H 1.26642 -6.97069 1.62351 -0.11 -0.19 0.27
H 6.45571 -3.21271 2.65448 0.10 0.21 -0.03
H 5.02534 -3.06076 3.43749 0.38 0.54 0.22
C 3.29367 -2.47469 5.78789 0.41 0.48 0.80
C 3.18082 -1.27318 4.85955 -0.64 -0.34 -1.64
C 3.07905 0.09115 5.47792 0.98 -0.45 2.73
O 2.82067 1.12663 4.62416 -1.21 1.37 -0.83
C 2.40446 2.30878 5.34299 0.93 -0.59 -0.70
N 4.25401 -1.31018 3.84433 -0.03 -0.01 0.49
H 4.13949 -2.38749 6.46986 0.10 0.17 0.22
H 3.46064 -3.42953 5.28940 -0.21 0.26 -0.41
H 2.38597 -2.55004 6.38664 0.01 -0.06 0.08
H 2.23556 -1.46762 4.35282 -0.11 0.23 -0.52
H 4.02496 0.31353 5.97177 0.71 -0.18 0.15
H 2.43145 0.14304 6.35315 -0.82 -0.47 -0.03
H 1.47270 2.17429 5.89239 -0.26 -0.14 -0.27
H 2.36242 3.10754 4.60251 -0.33 -0.16 0.23
H 3.16898 2.56954 6.07484 0.22 0.07 0.17
H 5.12511 -1.21363 4.34629 0.45 -0.37 0.23
H 4.29648 -0.49013 3.25627 -0.68 0.27 -0.24
C -7.23970 0.13338 3.51142 -0.33 0.13 -0.35
C -7.01339 1.06199 2.30536 -1.22 -0.01 0.64
C -7.59357 2.46670 2.50600 0.61 0.69 0.29
O -8.99691 2.41713 2.47355 -0.66 0.43 -0.38
C -9.67568 3.68161 2.47739 -0.79 -0.97 0.83
N -5.62194 1.01056 1.94193 -0.32 -0.09 0.83
H -6.67080 0.40256 4.40136 0.26 0.08 -0.13
H -6.95834 -0.85676 3.15287 0.19 -0.22 0.35
H -8.28870 0.07317 3.80136 -0.09 0.14 -0.12
H -7.66125 0.63498 1.53982 -0.16 -0.07 -0.52
H -7.24395 3.20549 1.78486 0.29 -0.23 -0.63
H -7.27341 2.90449 3.45149 0.16 -0.14 0.53
H -9.30413 4.37894 3.22824 0.49 0.05 -0.11
H -10.68247 3.43488 2.81443 -0.09 -0.07 0.10
H -9.86039 4.17915 1.52532 0.84 -0.17 -0.39
H -5.37778 1.60547 1.16311 -0.17 0.35 -0.19
H -5.43470 0.05277 1.68175 0.42 -0.11 0.00
C -6.68367 1.87508 -1.37595 -1.05 -0.66 -0.71
C -5.26977 2.38594 -1.55004 -0.97 1.22 -0.39
C -5.31018 3.91500 -1.91267 -0.72 -0.26 0.20
O -6.17945 4.21689 -3.07831 1.84 -0.21 1.23
C -5.89409 5.50686 -3.66531 -0.48 -1.24 -0.06
N -4.53771 2.10400 -0.33250 0.39 0.81 -0.28
H -7.31512 2.14220 -0.52858 0.71 0.85 0.45
H -6.71129 0.78860 -1.29280 0.19 -0.23 -0.35
H -7.27472 2.17592 -2.24096 0.00 -0.29 -0.19
H -4.81814 1.90068 -2.41529 -0.04 -0.25 -0.25
H -4.28843 4.28683 -1.98938 0.18 0.03 -0.77
H -5.70114 4.44779 -1.04584 -0.36 0.10 0.16
H -5.89128 6.29100 -2.90819 -0.05 0.11 -0.09
H -6.68512 5.62832 -4.40531 -0.14 0.35 0.26
H -4.97393 5.50220 -4.24960 0.37 -0.05 0.31
H -3.66717 2.60608 -0.23169 0.32 0.01 -0.08
H -4.32007 1.11854 -0.29245 0.21 -0.16 -0.14
C -1.02599 1.17875 4.22680 1.25 -0.42 0.19
C -2.25247 0.68758 3.53093 -0.08 0.93 0.90
C -3.03760 -0.25209 4.44883 -1.33 -0.49 -1.40
O -3.47674 0.32687 5.66153 2.00 1.29 -0.68
C -4.29821 -0.47290 6.42013 -0.94 -0.20 0.05
N -3.07747 1.84734 3.18166 -0.08 -0.37 0.57
H -0.52927 2.00151 3.71258 -0.14 0.09 -0.09
H -0.31650 0.35128 4.22546 0.36 -0.05 0.25
H -1.20828 1.45560 5.26518 -0.18 0.13 -0.05
H -1.97004 0.22857 2.58349 -0.06 -0.56 0.09
H -2.57924 -1.23902 4.51192 0.50 -0.08 0.68
H -3.95908 -0.42922 3.89421 -0.32 -0.41 -0.32
H -4.88991 0.18130 7.06045 0.27 -0.06 0.35
H -3.72347 -1.20299 6.98999 -0.15 -0.21 0.14
H -5.03352 -0.94660 5.76973 -0.09 -0.53 -0.04
H -3.43666 2.14070 4.07889 0.24 0.91 0.49
H -3.94021 1.42953 2.86349 -0.70 0.17 -1.07
C -4.88595 -3.52079 3.70843 0.50 0.52 -0.26
C -4.42322 -3.99476 2.32948 0.29 0.05 0.10
C -3.89296 -2.85285 1.35613 -0.97 -0.75 1.21
O -4.86901 -1.82178 1.23206 0.40 -0.88 -0.52
C -6.03102 -2.20359 0.48022 0.10 1.49 0.69
N -3.42136 -5.07459 2.48528 0.06 1.11 -0.16
H -5.03223 -4.35324 4.39670 -0.26 -0.19 -0.20
H -5.81167 -2.95976 3.58040 -0.01 0.01 0.27
H -4.15458 -2.88229 4.20393 0.07 0.15 -0.14
H -5.32472 -4.44847 1.91773 -0.11 0.18 -0.64
H -3.64937 -3.26804 0.37818 -0.09 -0.21 -0.22
H -2.97835 -2.38817 1.72444 -0.07 -0.02 0.34
H -6.49389 -1.22887 0.32601 -0.41 -0.09 -0.28
H -6.71957 -2.77566 1.10210 0.06 -0.42 -0.27
H -5.82309 -2.61889 -0.50587 0.21 -0.38 0.17
H -3.85958 -5.84127 2.97548 -0.03 -0.31 -0.23
H -3.13689 -5.35344 1.55716 0.14 -0.49 -0.02
C 0.55690 8.35828 5.03065 -0.64 1.07 -0.31
C 1.54453 7.46132 4.34009 1.44 0.26 0.62
C 0.89985 6.11456 4.21132 0.20 -1.93 0.16
C 1.48269 5.13587 3.17847 -0.52 0.48 1.09
C 1.56799 5.83933 1.88369 0.46 0.72 -1.16
C 2.38851 7.21194 1.92833 0.16 -1.68 0.16
N 1.85210 8.04163 3.02654 -2.21 -1.58 -1.20
O 2.35248 9.32376 3.07563 0.44 -0.01 0.08
C 3.89134 6.85046 2.16864 -0.36 -0.15 -0.31
C 2.21048 7.92842 0.57322 0.34 0.83 0.74
C 2.84801 7.35445 5.18989 -0.37 0.03 0.05
H 0.01839 7.92212 5.87199 0.46 -0.19 0.17
H -0.20677 8.59862 4.29095 -0.12 0.10 -0.03
H 1.02239 9.30536 5.30354 -0.08 -0.03 0.24
H 1.00914 5.58838 5.15963 -0.17 0.30 0.46
H -0.17612 6.18597 4.05231 -0.04 0.24 -0.27
H 0.82297 4.26874 3.14789 -0.18 -0.06 -0.27
H 2.44173 4.69868 3.45633 0.27 0.41 0.20
H 0.57139 6.01026 1.47663 -0.15 0.40 0.17
H 1.99128 5.11176 1.19119 0.56 0.44 -0.55
H 4.33220 6.49293 1.23811 0.16 0.47 -0.10
H 4.43148 7.69844 2.58969 0.26 0.11 -0.36
H 4.07003 6.02708 2.86017 -0.41 -0.01 0.18
H 2.79270 8.84989 0.57583 0.14 0.10 0.13
H 2.57541 7.38806 -0.30024 -0.28 -0.48 0.22
H 1.18308 8.27608 0.46509 -0.12 -0.37 -0.14
H 2.68200 7.19068 6.25466 -0.43 -0.32 -0.01
H 3.36157 8.31580 5.20195 0.31 -0.03 -0.37
H 3.46950 6.54386 4.80937 0.22 0.22 0.11
H 3.26723 9.16611 3.32054 0.70 0.66 0.18
C 1.85584 0.98412 1.47604 -0.75 -0.46 -0.94
C 1.57974 -0.12109 0.37439 0.81 0.96 1.46
C 1.49142 -1.45403 1.09699 0.78 -1.63 0.54
C 0.97271 -2.62524 0.26591 -0.39 1.24 0.40
C -0.34172 -2.20984 -0.30961 -1.27 -0.71 0.38
C -0.42315 -0.86021 -1.07651 0.93 -0.98 0.22
N 0.30267 0.19578 -0.25986 -1.37 -2.57 0.43
O 0.22816 1.43654 -0.86399 0.74 0.37 -0.84
C 0.18655 -1.14158 -2.43903 0.28 0.60 -1.02
C -1.92953 -0.51058 -1.19999 0.98 0.28 -0.17
C 2.80934 -0.22426 -0.50036 -0.73 0.88 -1.25
H 0.91023 1.10279 2.00504 0.12 0.02 0.38
H 2.09607 1.95370 1.03981 0.05 0.03 -0.28
H 2.66757 0.72843 2.15709 -0.17 -0.26 -0.03
H 2.47803 -1.85113 1.33580 0.67 0.87 0.31
H 1.02562 -1.40327 2.08114 -0.64 0.20 -0.13
H 0.85103 -3.52500 0.86899 0.02 0.00 0.17
H 1.66846 -2.89923 -0.52717 0.16 0.14 -0.08
H -1.13238 -2.19863 0.44060 0.24 0.39 0.78
H -0.65734 -3.12704 -0.80681 -0.44 0.45 -1.43
H 1.17147 -1.60683 -2.47849 0.02 -0.34 0.61
H -0.47996 -1.79488 -3.00212 -0.08 0.09 -0.07
H 0.36949 -0.23839 -3.02117 -0.43 0.34 -0.09
H -2.11897 0.25050 -1.95694 0.17 0.40 0.15
H -2.50294 -1.36624 -1.55656 0.06 -0.28 0.35
H -2.22728 -0.16805 -0.20897 -0.42 -0.02 -0.07
H 2.79947 0.59216 -1.22249 0.19 0.21 -0.03
H 2.69706 -1.11583 -1.11730 0.82 -0.21 0.22
H 3.70722 -0.10461 0.10594 0.04 -0.56 -0.23
H -0.47983 1.84804 -0.36298 -0.45 0.29 0.33
C -5.93029 -1.20825 -3.46752 0.75 -1.23 1.10
C -5.76577 -0.60156 -4.82551 0.82 -0.24 -1.39
C -4.29453 -0.05754 -5.09317 -0.03 -2.28 0.42
C -3.29241 -1.14996 -5.57626 -0.84 -0.01 -0.70
C -3.90273 -1.88415 -6.80208 0.32 -0.34 0.69
C -5.33310 -2.54634 -6.59075 0.74 1.75 -0.54
N -6.17282 -1.53367 -5.95244 1.83 2.10 -0.67
O -7.46563 -1.95142 -5.83979 -1.55 -0.66 0.64
C -5.86384 -2.92465 -8.03915 0.78 0.41 1.36
C -5.27632 -3.79317 -5.78377 0.52 -1.41 -0.13
C -6.64153 0.60534 -4.88288 -1.19 0.95 -0.76
H -5.20247 -2.01029 -3.34451 0.13 -0.19 0.14
H -6.90428 -1.65199 -3.26127 -0.19 0.08 -0.48
H -5.75609 -0.52267 -2.63824 0.15 0.36 -0.23
H -4.30084 0.71669 -5.86039 -0.21 0.10 0.16
H -3.89901 0.31357 -4.14769 -0.24 0.48 0.01
H -2.90540 -1.87885 -4.86419 -0.57 0.05 0.61
H -2.38731 -0.62350 -5.87911 0.09 0.05 -0.28
H -3.22886 -2.68524 -7.10580 0.06 -0.27 0.08
H -3.79920 -1.16993 -7.61896 -0.93 0.04 -0.26
H -5.81885 -2.00098 -8.61616 -0.40 -0.22 -0.27
H -5.17260 -3.65801 -8.45446 0.22 0.14 -0.10
H -6.82750 -3.43398 -8.03400 -0.18 0.48 0.12
H -6.24588 -4.28495 -5.86266 0.03 -0.14 0.23
H -4.53031 -4.41222 -6.28212 -0.06 -0.52 0.12
H -4.97945 -3.74439 -4.73612 -0.07 0.46 -0.03
H -6.17859 1.46060 -4.39064 -0.09 -0.01 0.12
H -7.64689 0.46107 -4.48724 0.08 -0.19 0.47
H -6.84493 0.87987 -5.91794 0.39 0.20 -0.23
H -7.96906 -1.33699 -6.37890 -0.19 0.01 -0.14
```
Positions in Å, forces in eV/Å.

## Properties
LUMO level	0.2	eV
total energy	-153062.577	eV
energy above the lowest of the compared OMol25 structures with the same formula, charge and spin	3.922	eV
Kohn-Sham gap	8.0	eV